Entry 1:
An isolated ion of composition C17H19F3NO2 and charge +1, computed with the ωB97M-V functional and the def2-TZVPD basis.

ORCA input file:
```
! wB97M-V def2-TZVPD RIJCOSX def2/J DEFGRID3
* xyz 1 1
H 3.595 3.349 1.629
H -3.283 -2.834 2.345
H -1.030 2.511 0.785
F 4.677 0.840 1.122
F -5.386 -4.433 2.242
C -4.809 -3.754 1.114
H -0.327 2.493 2.463
C 4.518 1.099 -2.612
N 0.011 0.708 1.349
H 2.865 2.007 -3.774
C -3.661 -2.901 1.280
C -1.499 -0.363 -0.435
C -0.181 0.349 -0.024
H -0.072 1.303 -0.658
O 2.717 2.988 1.840
C -3.427 -2.394 -1.060
C 1.426 0.883 1.551
H 0.596 -0.337 -0.322
C 4.273 1.185 -0.120
H 1.216 2.779 0.476
H 5.058 0.750 -3.412
C 3.288 1.699 -2.803
H 6.061 0.367 -1.004
H -1.894 1.586 1.951
C -0.883 1.884 1.666
H -5.811 -4.911 -0.539
C 3.032 1.853 -0.271
C 2.681 2.071 -1.573
H -4.579 -3.733 -2.283
C -5.104 -4.110 -0.261
H -2.198 0.372 -0.681
H -1.159 -0.698 -1.375
C -2.953 -2.178 0.209
O -1.946 -1.278 0.553
H 1.954 -0.070 1.319
H -0.282 -0.048 1.888
F 1.395 2.590 -1.645
C -4.438 -3.442 -1.286
C 2.066 2.181 0.876
C 5.058 0.717 -1.262
H 1.419 0.867 2.649
H -2.984 -1.950 -1.905
*
```

## Properties
HOMO level ... -11.702 eV
Energy above the lowest of the compared OMol25 structures with the same formula, charge and spin ... 97.83 kcal/mol
E_LUMO ... -2.56 eV
F_max ... 4.25 eV/Å

natural (NBO) atomic charge list, values in e, 4 entries: number 1, H, carries 0.5073; number 2, H, carries 0.2382; number 3, H, carries 0.2355; number 4, F, carries -0.3166

---

Entry 2:
A 2-piece molecular cluster, C16H28IN3O4P overall, computed with the ωB97M-V functional and the def2-TZVPD basis.

ORCA input file:
```
! wB97M-V def2-TZVPD RIJCOSX def2/J DEFGRID3
* xyz 1 1
H 2.560 -2.913 0.113
C -2.912 -2.802 -1.298
I 0.846 -1.307 2.422
H -0.050 -1.111 -2.415
O 0.920 3.378 1.572
N 0.463 -3.065 -0.223
C -0.471 -2.887 -1.322
H 3.747 2.821 1.778
H -0.943 5.723 0.635
O 3.075 4.237 0.393
O 2.439 5.183 2.647
H 4.940 4.015 1.210
O 1.117 5.775 0.588
H -0.167 6.090 2.201
C 0.902 -4.523 -0.154
H -4.922 -0.652 -3.629
C -0.376 -5.528 -0.044
H 4.416 2.705 0.133
H -0.197 7.311 0.915
H 1.553 -4.735 0.767
H -3.555 -2.984 1.005
H -1.668 -3.975 0.919
H -0.284 -6.098 0.944
C 1.697 -0.897 0.462
C -1.681 -4.568 -0.076
C -0.115 6.243 1.120
H 2.841 7.162 3.017
H 2.068 -2.139 -1.474
H 4.246 6.074 3.022
C -3.420 -2.082 -2.603
C 1.729 -2.288 -0.394
H 0.903 1.189 0.432
H 2.812 -0.616 0.595
C -4.652 -1.153 -2.646
C 3.303 6.306 2.524
H -6.441 -0.190 -1.402
H -2.589 -5.274 -0.007
N -0.303 -2.105 -2.406
H 1.473 -4.714 -1.142
C 1.019 0.322 -0.329
P 1.807 4.534 1.323
C -5.524 -0.886 -1.376
H -2.832 -2.248 -3.562
N -1.722 -3.685 -1.275
C -5.066 -1.625 -0.075
H -0.347 -6.215 -0.965
H 1.688 0.748 -1.165
H 3.508 6.560 1.482
H -0.042 0.068 -0.670
C 4.092 3.394 0.914
H -0.395 -2.561 -3.334
C -3.787 -2.539 -0.022
H -5.703 -1.475 0.873
*
```

## Properties
HOMO level ... -11.612 eV
E_LUMO ... -4.12 eV
F_max ... 5.83 eV/Å

natural (NBO) atomic charge list, values in e, 4 entries: number 1, H, carries 0.2382; number 2, C, carries 0.1015; number 3, I, carries 0.1355; number 4, H, carries 0.4567

---

Entry 3:
A 2-piece molecular cluster, C15H22BF6N2O8S2 overall, computed with the ωB97M-V functional and the def2-TZVPD basis.

ORCA input file:
```
! wB97M-V def2-TZVPD RIJCOSX def2/J DEFGRID3
* xyz -1 1
H 0.827 -2.326 -1.060
C 2.665 3.153 -1.358
H 0.966 -1.405 3.957
C -0.327 -0.600 1.316
H -2.070 -1.972 1.364
H 2.777 3.962 -3.339
H -0.256 2.707 -3.481
N 1.023 -1.496 -0.524
C 0.441 -0.312 -1.001
F -3.454 -2.657 -1.177
C -2.205 -2.223 -1.389
H 1.737 -1.137 1.295
H -0.515 2.084 1.008
H 2.210 -4.615 1.571
C -1.532 -1.951 4.479
H -2.366 -0.343 1.920
H -2.005 1.912 0.096
F -1.920 -3.843 -3.028
S 0.486 0.511 2.522
F -2.825 -2.014 -3.682
N 2.215 -3.606 1.682
H -0.611 -4.317 1.135
C -1.639 -1.155 1.943
C 2.039 3.429 -2.732
F -0.692 -2.092 -3.231
C -1.580 -1.597 3.336
C -1.099 3.321 -1.645
C -0.695 0.158 -0.013
O -0.331 2.348 -0.988
B 0.897 -3.075 1.521
H 1.960 3.250 -0.540
H -1.417 -2.053 5.532
H -0.983 4.308 -3.519
C -0.933 1.683 0.090
C -1.896 -2.501 -2.888
O -2.183 0.265 -2.194
O 0.886 4.271 -2.678
H 1.842 2.487 -3.251
O 1.463 1.208 1.749
H -1.221 4.235 -1.049
F 3.892 0.852 1.076
O 0.759 0.186 -2.037
H -2.089 2.946 -1.937
H 1.520 0.204 4.578
S -2.206 -0.402 -0.922
H 2.385 -0.613 3.270
H 2.876 -3.232 1.006
H 3.491 3.849 -1.196
C 1.401 -0.440 3.712
O -0.498 1.319 3.218
O -3.421 -0.191 -0.187
C -0.344 3.644 -2.922
H 3.107 2.159 -1.293
O -0.187 -3.877 1.875
C 0.803 -1.592 0.930
F -1.385 -2.999 -0.651
*
```

## Properties
HOMO level ... -3.553 eV
E_LUMO ... 1.98 eV
F_max ... 2.08 eV/Å

natural (NBO) atomic charge list, values in e, 4 entries: number 1, H, carries 0.3934; number 2, C, carries -0.6452; number 3, H, carries 0.2443; number 4, C, carries -0.2274

---

Entry 4:
C8H8ClNO5S in the gas phase, computed with the ωB97M-V functional and the def2-TZVPD basis.

ORCA input file:
```
! wB97M-V def2-TZVPD RIJCOSX def2/J DEFGRID3
* xyz 0 1
C -1.183 -2.602 -0.328
N 2.337 0.428 1.391
C -1.080 1.215 0.054
H -0.868 -3.290 0.497
C 1.065 0.306 0.789
O -0.190 3.988 -0.381
O 2.121 3.295 0.206
H -0.915 -4.067 -1.899
Cl -3.234 -0.159 -0.781
O 2.467 1.227 2.320
C -1.559 -0.066 -0.231
O 3.272 -0.285 0.987
C 0.205 1.412 0.516
C -0.629 -3.053 -1.675
H -0.980 -2.378 -2.462
H 1.206 -1.857 0.552
H 0.486 -3.026 -1.674
C 0.575 -0.971 0.455
H 0.431 4.710 -0.576
S 0.726 3.144 0.693
O 0.506 3.748 2.024
C -0.712 -1.187 -0.052
H -1.774 2.061 -0.067
H -2.273 -2.595 -0.356
*
```

## Properties
HOMO level ... -10.322 eV
E_LUMO ... -1.29 eV
F_max ... 4.96 eV/Å

natural (NBO) atomic charge list, values in e, 4 entries: number 1, C, carries -0.4300; number 2, N, carries 0.4919; number 3, C, carries -0.2119; number 4, H, carries 0.2237

---

Entry 5:
A 9-piece molecular cluster, C19H44Cl12O5S5 overall, computed with the ωB97M-V functional and the def2-TZVPD basis.

ORCA input file:
```
! wB97M-V def2-TZVPD RIJCOSX def2/J DEFGRID3
* xyz 0 1
H -2.336 2.921 4.413
H 1.134 -1.500 5.953
H -2.370 -1.001 5.267
C -4.940 0.521 -1.001
S -3.485 0.323 -2.106
C -0.224 -3.250 -6.865
Cl 4.618 2.458 1.911
C 2.716 1.389 5.090
H 1.384 0.765 -1.186
H 0.241 -5.526 4.051
C 1.578 3.780 4.497
O -2.362 -0.021 -1.183
C 1.927 0.341 -0.345
H 2.132 4.135 3.623
Cl -4.100 3.966 -0.139
H -1.903 -3.091 -5.481
H 1.710 -4.558 3.571
C -0.804 -3.130 -5.474
Cl 7.397 1.890 2.125
H -3.253 -0.147 6.538
H -1.014 0.592 1.944
H -1.627 -0.920 6.816
H -3.517 -1.224 -3.937
H 1.715 0.961 5.146
O 4.041 3.668 5.565
H -0.037 -4.284 -7.150
H -0.024 -1.623 4.630
H -0.585 1.539 -4.557
Cl -1.584 3.463 -1.519
H -2.045 -2.811 -7.963
Cl 3.928 -2.130 -4.602
Cl -1.881 5.854 0.048
S -1.353 1.151 5.629
H -0.942 1.231 0.288
H -1.877 -0.518 -5.374
C -0.349 0.931 1.149
H 0.692 0.444 -3.919
H -3.679 1.988 5.228
H 0.831 3.042 4.210
C 5.971 1.654 1.111
Cl 5.931 -0.127 -5.138
O -1.050 2.008 6.819
H 3.091 1.385 4.069
H -0.692 -2.781 -8.969
C -0.337 -1.905 -4.633
C 0.687 -4.540 3.948
H -0.602 -4.029 -4.885
H -0.155 -0.317 -6.021
C 0.898 -2.036 5.030
C -0.810 -0.551 -5.179
Cl -3.329 5.560 -2.444
C -0.992 -2.490 -7.962
H 2.711 -0.378 -0.554
H 3.385 0.761 5.676
H -1.038 -1.419 -7.789
S 0.707 -3.767 5.597
H 0.765 -2.770 -6.900
C -4.107 -1.124 -3.029
H -0.666 -2.075 -3.608
H -4.053 -2.020 -2.412
H -2.840 1.330 3.826
C -2.719 1.952 4.720
S 0.730 -0.475 0.774
Cl 3.190 0.477 -5.740
O 1.978 -4.098 6.328
C 4.281 -0.391 -4.628
H -5.233 -0.501 -0.744
H 2.344 1.140 0.268
S 2.654 3.095 5.749
H 0.232 1.748 1.580
H -5.745 1.063 -1.486
C -2.727 4.699 -0.986
O 1.434 -0.751 2.077
Cl 6.220 2.417 -0.473
C -2.262 -0.349 6.140
H -0.900 0.457 -3.233
H -5.139 -0.944 -3.333
H 0.749 -2.002 -4.723
H 1.133 4.697 4.884
H -4.631 0.945 -0.049
H 1.761 -1.902 4.381
Cl 4.027 0.241 -2.966
H 0.092 -3.978 3.227
Cl 5.666 -0.071 0.969
C -0.361 0.538 -4.182
*
```

## Properties
HOMO level ... -8.455 eV
E_LUMO ... -0.24 eV
F_max ... 2.55 eV/Å

Löwdin atomic charge list, values in e, 4 entries: number 1, H, carries 0.0460; number 2, H, carries 0.0434; number 3, H, carries 0.0472; number 4, C, carries -0.2560

---

Entry 6:
A 2-piece molecular cluster, C9H12N2O2S overall, computed with the ωB97M-V functional and the def2-TZVPD basis.

ORCA input file:
```
! wB97M-V def2-TZVPD RIJCOSX def2/J DEFGRID3
* xyz 0 1
C 1.074 0.748 3.240
H 0.112 0.582 -1.817
H -0.262 -3.050 -0.082
N -0.709 1.738 0.238
H 2.110 0.949 5.065
C -0.812 -1.338 -1.303
C 1.999 1.497 4.159
H 0.611 -2.881 -1.970
H -0.160 -1.758 -3.305
C 0.250 -0.283 -1.114
C -0.215 0.619 0.153
H 1.250 -0.632 -0.815
C -0.960 -2.145 0.037
H -1.124 -3.010 -2.571
H 2.980 1.542 3.544
H 1.358 2.453 4.307
H -1.889 -0.894 -1.517
S -0.665 2.903 -1.967
C -0.329 -2.334 -2.369
H -1.118 4.195 -1.629
O -1.634 2.303 -2.861
C 0.338 0.186 2.459
N -0.620 -1.527 1.199
C -0.214 -0.362 1.292
H -2.085 -2.518 0.049
O 0.714 3.021 -2.421
*
```

## Properties
HOMO level (alpha / beta) ... -8.613 / -8.882 eV
Energy above the lowest of the compared OMol25 structures with the same formula, charge and spin ... 169.47 kcal/mol
E_LUMO (alpha / beta) ... -1.36 / -1.03 eV
F_max ... 4.50 eV/Å

natural (NBO) atomic charge list, values in e, 4 entries: number 1, C, carries 0.1042; number 2, H, carries 0.2397; number 3, H, carries 0.2062; number 4, N, carries -0.3113

---

Question: Which value of F_max does entry 6 give?
Answer: 4.50 eV/Å